Record 1
{"formula": "C44H38N11O7S2SbTi", "method": "ωB97M-V with the def2-TZVPD basis set", "multiplicity": 3, "max_force_ev_per_a": 1.6, "charge": 0, "homo_lumo_gap_ev": [5.401, 8.369], "relative_energy_kj_mol": 57.8, "symbols": ["Ti", "C", "C", "C", "C", "C", "C", "N", "Sb", "C", "C", "C", "C", "C", "C", "N", "C", "C", "C", "C", "C", "C", "N", "H", "H", "H", "H", "H", "H", "H", "H", "H", "H", "H", "H", "H", "H", "H", "H", "H", "H", "O", "S", "O", "O", "C", "C", "C", "C", "C", "C", "S", "O", "O", "O", "H", "H", "H", "H", "C", "N", "C", "N", "C", "N", "C", "C", "C", "C", "C", "C", "C", "N", "N", "C", "O", "C", "C", "C", "C", "C", "C", "N", "C", "N", "C", "N", "C", "H", "H", "H", "H", "H", "H", "H", "H", "H", "H", "H", "H", "H", "H", "H", "H"], "positions_angstrom": [[-0.94366, -1.26526, 0.35576], [1.96085, -3.25394, 0.56384], [0.80689, -3.72544, 1.39723], [1.05585, -4.77122, 2.28831], [0.08351, -5.16627, 3.17129], [-1.13304, -4.49534, 3.15783], [-1.33774, -3.47961, 2.24200], [-0.39022, -3.12557, 1.34162], [-3.43112, -2.78332, 2.44919], [-3.54210, -2.84841, 0.33021], [-4.31682, -3.84326, -0.23123], [-4.49211, -3.90744, -1.60792], [-3.94039, -2.87040, -2.34627], [-3.15146, -1.90644, -1.75162], [-2.69557, -0.73244, -2.56212], [-2.81017, -1.95148, -0.42215], [-4.05034, -0.73194, 2.54118], [-4.57866, -0.32191, 3.75653], [-5.13848, 0.94631, 3.83692], [-5.16533, 1.73775, 2.70526], [-4.63080, 1.23760, 1.51763], [-4.64809, 2.04418, 0.24973], [-4.07806, 0.02820, 1.44964], [2.67684, -2.75907, 1.22398], [1.68908, -2.52932, -0.18948], [2.45276, -4.10922, 0.09625], [2.03617, -5.22817, 2.28670], [0.27093, -5.95914, 3.88465], [-1.90682, -4.74722, 3.87003], [-4.81275, -4.55335, 0.41904], [-5.07833, -4.68690, -2.07370], [-4.12665, -2.78732, -3.40973], [-2.72415, -0.97530, -3.62483], [-1.69083, -0.41507, -2.30556], [-3.34801, 0.12643, -2.38501], [-4.53449, -0.96172, 4.62814], [-5.54431, 1.31013, 4.77265], [-5.59008, 2.73343, 2.72745], [-4.21538, 3.03494, 0.39979], [-5.67083, 2.17974, -0.10859], [-4.07711, 1.52113, -0.51519], [-1.42997, -0.75000, 4.57753], [-0.54783, -0.53928, 3.46197], [0.59208, -1.41435, 3.37108], [-1.33906, -0.46736, 2.17969], [0.13482, 1.09792, 3.43975], [-0.26555, 1.95102, 4.45513], [0.28901, 3.21788, 4.57386], [1.26078, 3.61647, 3.67750], [1.65848, 2.76665, 2.65398], [1.10485, 1.49957, 2.50712], [1.82344, 0.62493, 1.08030], [1.92734, 1.65296, 0.06350], [3.04738, 0.03476, 1.53562], [0.85931, -0.39573, 0.59036], [-1.01124, 1.59760, 5.15528], [-0.03049, 3.87876, 5.36908], [1.71620, 4.59484, 3.76156], [2.40200, 3.10239, 1.94396], [-0.56283, 4.39764, -1.49298], [-0.97340, 3.16842, -0.82711], [-0.87486, 1.89850, -1.21712], [-1.34997, 1.09046, -0.28746], [-1.74129, 1.95907, 0.68798], [-1.54266, 3.22217, 0.39997], [0.90225, 4.71853, -1.32445], [1.30380, 5.97385, -0.88902], [2.65364, 6.27008, -0.73389], [3.61312, 5.30828, -0.99966], [3.20985, 4.04933, -1.43525], [1.86611, 3.76374, -1.60726], [4.20273, 3.00093, -1.67948], [5.46905, 3.00900, -1.46806], [5.93629, 1.74380, -1.84947], [4.90757, 1.09695, -2.25650], [3.76634, 1.82322, -2.19213], [4.79999, -0.28248, -2.74096], [5.84457, -1.18154, -2.54950], [5.69579, -2.49356, -2.96829], [4.50687, -2.91715, -3.55201], [3.46545, -2.02134, -3.74858], [2.14063, -2.46094, -4.31494], [1.12342, -2.56247, -3.26476], [0.73780, -1.64046, -2.38692], [-0.13613, -2.16188, -1.54782], [-0.27503, -3.43928, -1.98661], [0.47221, -3.72532, -3.02758], [3.63271, -0.69735, -3.36146], [-1.17045, 5.18212, -1.04708], [-0.84043, 4.31766, -2.54524], [-0.46385, 1.61023, -2.17137], [-2.18657, 1.63192, 1.60990], [0.55751, 6.72388, -0.65398], [2.95364, 7.25041, -0.38885], [4.66591, 5.51604, -0.86485], [1.57923, 2.76613, -1.90304], [6.75302, -0.84849, -2.06682], [6.50366, -3.19731, -2.82005], [4.38797, -3.95302, -3.84667], [2.19185, -3.45424, -4.75366], [1.78738, -1.76642, -5.07790], [1.14540, -0.64478, -2.32044], [-0.93620, -4.14898, -1.51570], [2.84737, 0.02721, -3.53963]], "forces_ev_per_a": [[-0.18, 0.88, -0.60], [0.04, -0.02, -0.01], [0.09, -0.10, 0.00], [-0.03, 0.08, -0.06], [-0.02, -0.05, 0.08], [0.11, 0.00, -0.06], [-0.08, 0.06, 0.41], [-0.21, -0.09, 0.35], [0.18, -0.51, -0.14], [0.45, 0.24, -0.38], [-0.30, -0.04, -0.22], [0.17, 0.29, 0.09], [-0.23, -0.21, -0.19], [0.32, 0.25, 0.58], [0.13, 0.03, -0.18], [-1.18, -1.00, -0.56], [0.09, 0.24, 0.21], [0.02, 0.11, 0.02], [0.03, 0.01, 0.00], [0.02, 0.01, -0.05], [-0.11, -0.02, 0.00], [-0.22, 0.08, -0.06], [-0.23, -0.11, -0.04], [0.00, 0.02, 0.00], [-0.04, -0.02, 0.06], [0.03, 0.02, 0.00], [0.00, -0.01, 0.01], [-0.01, 0.01, 0.00], [-0.01, -0.02, 0.01], [0.01, 0.01, 0.00], [-0.01, -0.01, -0.01], [0.00, -0.04, 0.01], [-0.04, 0.04, 0.00], [-0.02, -0.07, 0.03], [-0.05, -0.06, 0.03], [0.01, -0.03, -0.01], [0.00, 0.00, 0.00], [-0.01, 0.00, 0.01], [-0.05, -0.05, 0.01], [-0.03, -0.03, 0.02], [-0.03, 0.02, 0.00], [-0.20, 0.30, 0.27], [0.56, 0.06, -1.12], [-0.07, -0.12, 0.14], [-0.19, -0.25, 0.87], [0.26, -0.11, 0.40], [0.01, 0.11, -0.03], [-0.07, -0.05, 0.03], [0.07, 0.01, -0.07], [-0.10, 0.11, 0.01], [0.02, 0.14, -0.08], [-0.58, -0.20, 0.03], [0.22, 0.05, 0.14], [0.16, -0.01, 0.02], [0.70, -0.07, 0.14], [0.01, -0.01, 0.01], [-0.01, -0.01, 0.00], [0.00, 0.00, 0.00], [0.00, -0.03, -0.03], [-0.10, -0.03, 0.06], [-0.20, 0.14, 0.02], [0.05, -0.08, -0.02], [-0.03, -0.02, 0.16], [0.24, 0.02, 0.06], [0.23, -0.09, -0.02], [0.07, 0.01, -0.04], [0.00, 0.03, 0.05], [-0.02, -0.03, 0.00], [-0.05, 0.04, 0.01], [0.25, -0.03, -0.03], [-0.13, 0.08, -0.10], [-0.37, 0.03, -0.03], [0.25, -0.27, -0.04], [0.03, 0.36, 0.13], [-0.25, -0.25, -0.13], [0.23, 0.09, -0.05], [0.14, 0.19, 0.11], [-0.01, -0.10, -0.03], [-0.01, 0.06, 0.02], [-0.01, -0.05, 0.02], [0.05, 0.09, -0.01], [-0.06, -0.09, 0.03], [-0.06, -0.12, -0.12], [0.19, 0.04, 0.21], [-0.16, 0.08, -0.13], [-0.03, 0.03, -0.05], [0.10, 0.05, 0.02], [-0.06, -0.05, -0.07], [-0.01, 0.01, -0.04], [0.07, -0.03, -0.03], [0.02, -0.01, 0.01], [0.13, 0.03, -0.01], [0.00, 0.00, 0.00], [0.00, 0.01, 0.00], [0.01, -0.02, 0.00], [0.02, 0.06, -0.04], [-0.01, 0.02, 0.01], [0.00, -0.01, -0.01], [0.00, 0.00, 0.00], [0.05, 0.02, -0.01], [-0.01, 0.02, 0.01], [-0.02, 0.00, 0.02], [0.02, -0.03, -0.04], [0.01, 0.00, 0.01]]}

---

Record 2
{"formula": "C44H39AsINOPS5Ta", "method": "ωB97M-V with the def2-TZVPD basis set", "multiplicity": 1, "max_force_ev_per_a": 0.6, "charge": 2, "homo_lumo_gap_ev": 6.277, "relative_energy_kj_mol": 11.9, "symbols": ["Ta", "I", "C", "C", "C", "C", "C", "C", "C", "C", "C", "P", "C", "C", "C", "C", "C", "C", "C", "C", "C", "C", "C", "C", "C", "H", "H", "H", "H", "H", "H", "H", "H", "H", "H", "H", "H", "H", "H", "H", "H", "S", "C", "C", "C", "C", "C", "C", "As", "C", "C", "C", "C", "C", "C", "C", "C", "C", "C", "C", "C", "H", "H", "H", "H", "H", "H", "H", "H", "H", "H", "H", "H", "H", "H", "S", "S", "S", "S", "C", "N", "C", "C", "C", "O", "H", "H", "H", "H", "H", "H", "H", "H", "H"], "positions_angstrom": [[-0.19814, 0.25134, -0.15773], [-1.35572, -1.27504, -2.43617], [-1.79104, -3.17477, -1.67717], [-3.10843, -3.52711, -1.66711], [-3.45547, -4.87138, -1.42497], [-2.46773, -5.80271, -1.30597], [-1.09818, -5.43922, -1.33801], [-0.09743, -6.43828, -1.32120], [1.21993, -6.09851, -1.40305], [1.58679, -4.74230, -1.36130], [0.65743, -3.72811, -1.32568], [1.36406, -2.10904, -0.75911], [2.34174, -2.75077, 0.63604], [1.61420, -3.23113, 1.72488], [2.26694, -3.81602, 2.79802], [3.65064, -3.92735, 2.78954], [4.37726, -3.46901, 1.69977], [3.72730, -2.88599, 0.62195], [2.52398, -1.63777, -2.07338], [3.55992, -0.74732, -1.78085], [4.42985, -0.33765, -2.77660], [4.26057, -0.79406, -4.07848], [3.22495, -1.66493, -4.37949], [2.35862, -2.08913, -3.38082], [-0.72205, -4.07051, -1.43251], [-3.87886, -2.79844, -1.87899], [-4.49745, -5.15735, -1.39835], [-2.71586, -6.85121, -1.20050], [-0.40074, -7.47610, -1.26606], [1.98888, -6.85781, -1.43391], [2.64101, -4.50448, -1.29558], [0.53188, -3.15862, 1.72948], [1.69617, -4.18729, 3.63869], [4.16160, -4.38259, 3.62736], [5.45410, -3.57134, 1.68314], [4.30622, -2.54946, -0.22656], [3.69385, -0.38364, -0.76861], [5.24177, 0.33637, -2.53738], [4.94183, -0.47417, -4.85566], [3.09647, -2.02751, -5.39060], [1.56700, -2.78794, -3.62055], [-2.11250, -0.70139, 0.85506], [-2.55499, 0.04192, 2.41183], [-3.30594, -0.70477, 3.30899], [-3.68483, -0.13508, 4.51693], [-3.32448, 1.16870, 4.82517], [-2.57620, 1.91398, 3.92335], [-2.19333, 1.35158, 2.71303], [-1.13431, 2.29613, 1.42161], [0.01862, 3.40946, 2.50595], [0.62824, 2.84122, 3.62563], [1.47768, 3.60290, 4.41128], [1.72485, 4.93016, 4.08715], [1.10648, 5.49936, 2.98538], [0.24970, 4.74448, 2.19515], [-2.34182, 3.54434, 0.57128], [-3.68311, 3.61842, 0.92826], [-4.51294, 4.54819, 0.31355], [-4.00487, 5.41005, -0.64790], [-2.66308, 5.34020, -1.00483], [-1.83568, 4.40205, -0.40542], [-3.58699, -1.72138, 3.06733], [-4.26310, -0.71736, 5.22151], [-3.62146, 1.60531, 5.76891], [-2.28319, 2.92891, 4.16373], [0.43099, 1.81317, 3.89756], [1.94264, 3.15922, 5.28163], [2.38709, 5.52417, 4.70257], [1.27990, 6.53883, 2.74122], [-0.23804, 5.21522, 1.35422], [-4.08490, 2.96102, 1.68944], [-5.55459, 4.60889, 0.59967], [-4.64901, 6.14847, -1.10683], [-2.25866, 6.03429, -1.73137], [-0.78544, 4.35667, -0.67881], [0.77830, -0.14754, 2.01066], [2.82052, 0.17375, 1.91422], [2.88045, 2.02477, 1.05002], [1.66412, 1.71361, -0.55225], [-3.58974, 1.90058, -2.18958], [-2.49165, 2.44794, -2.98769], [-2.88168, 3.31432, -4.10155], [-1.23512, 2.25102, -2.67454], [-0.13276, 2.87424, -3.47065], [-0.93177, 1.48792, -1.69641], [-4.23613, 2.72277, -1.88355], [-3.20646, 1.39630, -1.30990], [-4.15864, 1.19666, -2.79719], [-3.87241, 3.01343, -4.43134], [-2.19427, 3.20938, -4.93560], [-2.91991, 4.35475, -3.77761], [-0.32727, 3.92436, -3.68291], [-0.03077, 2.35329, -4.42590], [0.79700, 2.77686, -2.91949]], "forces_ev_per_a": [[-0.12, 0.23, -0.55], [-0.10, -0.14, -0.06], [0.08, 0.11, -0.03], [0.02, -0.04, 0.01], [-0.01, 0.01, 0.00], [-0.01, 0.00, 0.00], [0.01, -0.01, 0.00], [0.02, 0.00, 0.00], [-0.01, 0.01, 0.00], [0.01, -0.02, 0.00], [0.00, 0.07, 0.05], [-0.02, 0.02, 0.07], [0.02, -0.04, -0.04], [0.01, 0.00, 0.01], [-0.03, 0.01, -0.01], [0.03, 0.00, -0.01], [0.00, -0.01, 0.02], [-0.05, 0.01, 0.00], [0.00, 0.08, 0.03], [-0.01, 0.01, -0.02], [-0.01, -0.01, -0.01], [0.01, 0.02, 0.00], [-0.01, -0.01, 0.00], [0.00, -0.04, 0.02], [-0.06, -0.04, -0.01], [-0.01, 0.00, 0.00], [0.00, 0.00, 0.00], [0.00, 0.00, 0.00], [0.00, 0.00, 0.00], [0.00, 0.00, 0.00], [0.00, 0.00, 0.01], [-0.01, 0.00, 0.01], [0.00, 0.00, 0.00], [0.00, 0.00, 0.00], [0.00, 0.00, 0.00], [0.01, -0.01, 0.00], [0.00, 0.01, -0.01], [0.00, 0.00, 0.00], [0.00, 0.00, 0.00], [0.00, 0.00, 0.00], [0.00, -0.01, -0.01], [-0.10, -0.03, 0.06], [0.03, 0.05, 0.00], [-0.01, -0.02, -0.01], [-0.01, -0.01, 0.00], [0.01, 0.02, 0.00], [-0.03, -0.01, -0.01], [-0.02, 0.02, 0.01], [0.05, -0.07, -0.03], [0.02, -0.14, 0.04], [-0.05, 0.00, -0.01], [0.01, 0.01, 0.00], [0.01, -0.02, 0.01], [-0.02, 0.02, -0.03], [0.04, -0.03, -0.05], [0.04, 0.03, -0.01], [-0.01, -0.02, 0.02], [0.00, 0.00, 0.01], [0.00, 0.01, 0.01], [-0.01, 0.00, -0.01], [0.00, -0.03, -0.01], [0.00, 0.00, 0.01], [0.00, 0.00, 0.00], [0.00, 0.00, 0.00], [-0.01, 0.00, 0.02], [0.00, 0.01, 0.00], [0.00, 0.00, 0.00], [0.00, 0.00, 0.00], [0.00, 0.00, 0.00], [-0.01, 0.01, -0.02], [0.00, 0.01, 0.00], [0.00, 0.00, 0.00], [0.00, 0.00, 0.00], [0.00, -0.01, -0.01], [0.00, 0.00, -0.02], [0.07, -0.08, 0.27], [0.04, 0.12, -0.06], [0.07, -0.10, 0.10], [-0.04, 0.18, 0.00], [-0.02, 0.01, -0.03], [0.05, -0.03, 0.04], [-0.02, -0.01, -0.03], [0.08, -0.01, 0.03], [-0.03, -0.02, -0.01], [0.10, -0.09, 0.29], [0.01, -0.01, 0.01], [0.00, 0.00, 0.01], [-0.01, 0.02, -0.01], [0.00, -0.01, 0.00], [-0.01, 0.01, 0.00], [0.00, 0.00, 0.01], [-0.02, -0.01, 0.03], [0.01, 0.01, 0.00], [0.03, 0.01, -0.02]]}

---

Number 1: calculated total energy -4714.70830 hartree. Number 2: calculated total energy -6752.51711 hartree.